Formula: C70H72BF10NOS2
Source: the Open Molecules 2025 dataset
Level of theory: ωB97M-V/def2-TZVPD

The HOMO energy comes out at -8.685 eV. As for the total energy: -126816.744 eV. As for the relative energy (zero: lowest compared OMol25 entry of this formula, charge and spin): 0.00 kJ/mol. Its SMILES is CC(=O)N(C)CCCCB(S)CCCS.Fc1ccccc1.Fc1ccccc1.Fc1ccccc1.Fc1ccccc1.Fc1ccccc1.Fc1ccccc1.Fc1ccccc1.Fc1ccccc1.Fc1ccccc1.Fc1ccccc1.

Structure (ORCA input):
```
! wB97M-V def2-TZVPD RIJCOSX def2/J DEFGRID3
* xyz 0 1
S 3.99 8.06 -4.14
S 0.81 4.33 -2.58
F -10.84 -0.19 -3.15
F 4.09 0.11 1.85
F 6.25 -1.78 -0.99
F -3.00 -4.98 7.39
F 1.76 4.62 -8.05
F 7.76 -8.43 9.76
F -4.94 8.30 -1.18
F 0.97 -0.05 -6.95
F -3.66 2.01 -1.43
F 3.92 -4.15 7.03
O -0.07 -0.94 -2.39
N 1.30 0.89 -2.29
C 4.86 -2.29 4.45
C 2.09 -5.49 7.65
C -4.60 7.19 -0.50
C 4.40 -1.13 3.84
C -4.01 6.14 -1.17
C -6.94 0.53 -1.13
C -1.08 1.02 -1.64
C -0.97 2.28 -8.47
C 0.65 -1.35 -6.81
C 5.41 -3.31 3.68
C -3.09 -3.26 8.99
C -0.04 -3.13 -5.38
C 1.80 -3.64 6.12
C 0.68 -2.19 -7.90
C -4.85 7.13 0.86
C -3.90 4.92 0.90
C 0.77 3.75 -7.75
C 5.78 -1.26 -3.24
C 0.45 -3.94 6.03
C -4.56 -3.24 7.08
C -4.66 -1.46 8.70
C -5.59 0.77 -0.92
C 5.75 -0.33 -4.27
C 2.60 -4.43 6.93
C -4.97 1.78 -1.63
C -0.51 2.58 -6.13
C -0.08 -5.01 6.74
C 0.06 0.19 -2.13
C 6.42 -5.99 7.46
C 5.05 -2.01 1.69
C 6.51 -6.86 8.54
C 6.63 1.34 -2.78
C 6.23 -0.87 -2.00
C -11.32 -0.29 -1.90
C 2.76 3.49 -0.40
C 6.18 0.97 -4.04
C 0.05 3.18 -8.78
C -11.92 0.81 -1.31
C -3.65 -2.07 9.43
C 8.63 -6.62 6.76
C 4.51 -1.01 2.47
C 5.51 -3.16 2.30
C -5.12 -2.05 7.53
C 1.81 1.16 0.16
C 0.35 -3.53 -7.72
C 0.30 -1.80 -5.55
C -3.55 -3.82 7.82
C 2.23 0.61 -1.19
C 3.82 4.19 -2.77
C -7.00 2.30 -2.76
C -12.31 -0.50 0.67
C 1.63 2.68 0.25
C -4.50 5.99 1.56
C 1.91 0.64 -3.58
C 3.17 6.63 -3.34
C -5.66 2.55 -2.55
C 7.67 -7.59 8.71
C -11.71 -1.59 0.07
C 3.75 5.31 -3.84
C 8.73 -7.48 7.84
C -0.01 -4.00 -6.46
C -3.66 5.00 -0.46
C -1.25 1.98 -7.14
C -7.65 1.30 -2.05
C 0.51 3.46 -6.43
C 6.65 0.42 -1.74
C 7.48 -5.87 6.57
C -12.42 0.70 -0.03
C 0.74 -5.78 7.55
C -11.21 -1.50 -1.23
B 2.53 3.99 -1.88
H 3.63 2.84 -0.45
H -4.89 -3.71 6.16
H 3.91 3.24 -3.30
H 3.19 1.05 -1.44
H -2.04 1.29 -6.90
H -1.54 1.82 -9.26
H -7.44 -0.25 -0.57
H 6.99 0.69 -0.75
H 2.13 6.66 -3.63
H 3.22 6.76 -2.27
H 9.62 -8.07 8.01
H -5.10 -0.54 9.04
H -2.30 -3.75 9.55
H -0.32 -3.49 -4.40
H 2.88 1.13 -3.60
H 6.96 2.36 -2.59
H -7.55 2.89 -3.48
H 2.75 -6.09 8.27
H 9.45 -6.54 6.06
H 5.95 -3.95 1.70
H 0.37 -4.21 -8.57
H 0.65 2.99 -0.09
H 5.69 -6.97 9.24
H -1.91 0.40 -1.33
H 0.32 -6.61 8.11
H -1.13 -5.23 6.67
H -11.62 -2.53 0.61
H 2.24 -2.82 5.58
H -3.29 -1.61 10.34
H -1.41 1.67 -2.44
H 2.39 -0.48 -1.14
H 1.10 3.93 -5.65
H 5.10 -1.87 0.62
H -3.84 6.21 -2.23
H 3.97 -0.32 4.42
H -11.98 1.74 -1.87
H 0.29 -1.11 -4.73
H 2.60 0.88 0.85
H 1.34 1.07 -4.40
H 4.77 5.50 -4.15
H 7.40 -5.20 5.72
H -0.27 -5.04 -6.33
H 2.11 -0.41 -3.78
H 5.77 -4.21 4.16
H -12.89 1.55 0.44
H -5.91 -1.59 6.96
H 5.52 -5.40 7.31
H 3.25 4.93 -4.72
H 6.16 1.70 -4.84
H -5.31 7.98 1.36
H 4.78 -2.41 5.52
H 0.28 3.43 -9.81
H -5.14 3.33 -3.09
H 5.46 -2.28 -3.41
H -10.74 -2.34 -1.71
H -4.69 5.93 2.63
H 1.63 2.92 1.31
H -0.73 2.34 -5.09
H -8.70 1.10 -2.21
H 4.12 7.56 -5.38
H -5.02 0.18 -0.21
H 0.89 0.66 0.48
H 3.08 4.33 0.22
H 0.53 3.20 -3.24
H -0.19 -3.34 5.39
H -3.19 4.17 -0.97
H 5.40 -0.61 -5.25
H 0.95 -1.81 -8.87
H -3.63 4.03 1.45
H -0.75 1.64 -0.82
H 4.69 4.28 -2.13
H -12.70 -0.58 1.67
*
```